C2H3ClO2S | the ωB97M-V functional and the def2-TZVPD basis

```
9
C2H3ClO2S (the ωB97M-V functional and the def2-TZVPD basis)
C 1.39016 -0.30499 0.08451
O -0.08887 -0.37853 -0.05690
C -0.84204 0.65465 -0.08881
S -0.53520 2.25187 -0.09824
O -2.32604 0.18228 -0.23687
Cl -2.53140 -1.48513 0.04464
H 1.53817 0.36563 0.95129
H 1.71708 0.09783 -0.90398
H 1.67814 -1.38362 0.30437
```

- DFT total energy (hartree) = -1086.76162
- lowest unoccupied orbital energy (eV) = 0.07
- relative energy (zero: lowest compared OMol25 entry of this formula, charge and spin) (kcal per mole) = 55.9
- HOMO level (hartree) = -0.3496
- total charge = 0
- max |F| (Eh/bohr) = 0.065
- SMILES string = COC(=S)OCl